Entry 1:
4
Properties=species:S:1:pos:R:3 method="wB97M-V/def2-TZVPD" spin_multiplicity=3 charge=-1 e_homo_ev="-2.62 / -3.39" gap_ev="7.5 / 7.2" s2=2.01 fmax_ev_per_a=3.1 energy_ev=-16074.2231
N 0.108 -0.614 0.036
O 1.239 -0.252 -0.148
Cl -0.987 1.496 1.037
H -0.360 -0.630 -0.925

=====

Entry 2:
6
Properties=species:S:1:pos:R:3 method="wB97M-V/def2-TZVPD" charge=0 e_homo_ev="-10.45 / -8.66" de_lowest_kj_mol=247.6 gap_ev="9.0 / 6.8" fmax_ev_per_a=3.9 energy_ev=-27407.8483
N -1.360 -0.275 -0.114
O -2.119 -1.155 -0.413
O -1.367 0.576 0.748
P 1.562 -0.422 -0.290
Cl 2.044 0.757 1.180
H 1.240 0.519 -1.111

=====

Entry 3:
6
Properties=species:S:1:pos:R:3 method="wB97M-V/def2-TZVPD" smiles="O=[SH](=O)OCl" charge=0 e_homo_ev=-12.04 de_lowest_kj_mol=202.0 gap_ev=10.5 fmax_ev_per_a=4.8 energy_ev=-29513.1030
O -1.535 -0.826 0.576
S -0.541 -0.145 -0.103
O -0.157 -0.376 -1.438
O 0.734 -0.335 0.840
Cl 2.219 0.325 0.145
H -0.720 1.358 -0.020

=====

Entry 4:
2
Properties=species:S:1:pos:R:3 method="wB97M-V/def2-TZVPD" charge=+3 e_homo_ev=-28.88 de_lowest_kj_mol=195.8 gap_ev=7.1 fmax_ev_per_a=6.0 energy_ev=-13781.9578
Hf -4.014 10.819 -16.078
Cl -4.758 13.316 -16.091

=====

Entry 5:
24
Properties=species:S:1:pos:R:3 method="wB97M-V/def2-TZVPD" charge=+1 e_homo_ev=-10.87 de_lowest_kj_mol=641.9 gap_ev=2.0 fmax_ev_per_a=4.7 energy_ev=-94456.6424
Hg -2.117 -3.033 -1.119
Hg 2.501 -1.308 3.030
Hg 0.525 1.342 -2.538
Hg -2.127 1.574 1.217
S -4.174 -0.780 -0.328
O -4.006 -2.111 0.323
O -3.016 0.050 0.134
O -4.014 -0.938 -1.766
O -5.416 -0.180 0.124
S 0.405 -0.555 -0.042
O -0.373 0.706 0.290
O 1.179 -0.261 -1.282
O 1.249 -0.864 1.108
O -0.578 -1.596 -0.327
S 3.408 0.147 -4.169
O 3.727 -0.882 -3.208
O 2.068 0.753 -3.801
O 4.393 1.198 -4.266
O 3.217 -0.458 -5.515
Cl 0.619 1.434 4.453
O 1.085 1.132 5.757
O -0.824 1.485 4.471
O 1.205 2.689 3.986
O 1.065 0.457 3.467

=====

Entry 6:
15
Properties=species:S:1:pos:R:3 method="wB97M-V/def2-TZVPD" charge=+5 e_homo_ev=-25.70 gap_ev=2.5 fmax_ev_per_a=6.3 energy_ev=-59846.9178
In 0.515 3.982 1.474
In -1.840 2.833 -3.655
Y 2.560 1.120 -2.072
Y -2.116 -1.145 0.149
P 0.017 1.430 -0.855
O -0.907 2.576 -0.441
O 1.323 1.787 -0.058
O 0.324 1.454 -2.385
O -0.307 -0.060 -0.395
P -0.566 -3.053 1.525
O -1.129 -1.662 1.996
O -1.912 -3.200 0.967
O -0.208 -3.419 2.996
O 0.508 -2.688 0.590
Cl 3.739 0.047 0.164

=====

Entry 7:
10
Properties=species:S:1:pos:R:3 method="wB97M-V/def2-TZVPD" spin_multiplicity=2 charge=+1 e_homo_ev="-11.03 / -11.04" gap_ev="7.3 / 7.2" s2=0.76 fmax_ev_per_a=9.7 energy_ev=-83130.2016
O -0.764 -2.837 1.684
V -1.799 -1.961 2.498
O -2.008 -0.578 1.845
K 2.556 1.376 -3.849
K -2.499 -0.266 -1.389
Cl 0.909 0.785 -0.205
O 2.298 0.800 0.040
O 0.459 1.547 0.901
O 0.758 1.404 -1.462
O 0.091 -0.270 -0.065

=====

Entry 8:
5
Properties=species:S:1:pos:R:3 method="wB97M-V/def2-TZVPD" charge=+3 e_homo_ev=-23.99 de_lowest_kj_mol=83.8 gap_ev=11.6 fmax_ev_per_a=1.4 energy_ev=-29437.6217
Li -1.969 -13.526 -24.969
Li -3.552 -16.170 -22.521
Li -4.734 -12.479 -23.271
K -2.924 -14.023 -19.636
Cl -2.405 -14.134 -22.575

=====

Entry 9:
5
Properties=species:S:1:pos:R:3 method="wB97M-V/def2-TZVPD" smiles="[O-][N+]([O-])=NCl" charge=-1 e_homo_ev=-4.44 de_lowest_kj_mol=21.7 gap_ev=8.7 fmax_ev_per_a=4.2 energy_ev=-19594.7948
O -0.275 1.270 0.201
N -0.481 0.077 0.037
O -1.614 -0.424 -0.203
N 0.333 -0.878 0.008
Cl 2.038 -0.044 -0.042

=====

Entry 10:
14
Properties=species:S:1:pos:R:3 method="wB97M-V/def2-TZVPD" spin_multiplicity=3 charge=-2 e_homo_ev="-2.64 / -2.49" gap_ev="7.6 / 6.5" s2=2.00 fmax_ev_per_a=10.7 energy_ev=-38652.7219
Pt 0.812 -0.833 1.121
N -2.308 -0.332 0.050
O -1.235 -0.740 0.315
O -3.014 -1.200 0.394
O -2.722 0.741 -0.649
N -0.177 2.593 1.035
O -0.450 3.259 2.007
O 0.283 1.467 1.123
O -0.404 3.009 -0.054
N 1.963 -1.230 -1.924
O 1.764 -0.624 -2.874
O 2.901 -1.922 -1.895
O 1.368 -0.989 -0.880
Cl 1.221 -3.199 2.232

=====

Entry 11:
5
Properties=species:S:1:pos:R:3 method="wB97M-V/def2-TZVPD" smiles="O=[N+]([O-])SCl" charge=0 e_homo_ev=-9.80 de_lowest_kj_mol=92.8 gap_ev=8.1 fmax_ev_per_a=4.2 energy_ev=-28938.4741
O 0.858 -1.218 -0.028
N 0.936 -0.065 0.093
O 1.760 0.806 -0.030
S -1.029 0.898 0.037
Cl -2.525 -0.422 -0.072

=====

Entry 12:
4
Properties=species:S:1:pos:R:3 method="wB97M-V/def2-TZVPD" charge=-1 e_homo_ev="-3.85 / -3.26" de_lowest_kj_mol=467.7 gap_ev="7.7 / 7.2" fmax_ev_per_a=3.3 energy_ev=-27450.2093
O -1.232 1.510 -0.004
O -0.191 -1.636 -0.366
S -0.112 -0.475 0.501
Cl 1.535 0.601 -0.131

=====

Entry 13:
8
Properties=species:S:1:pos:R:3 method="wB97M-V/def2-TZVPD" spin_multiplicity=3 charge=-2 e_homo_ev="-0.27 / -0.98" de_lowest_kj_mol=0.0 gap_ev="6.3 / 7.0" s2=2.03 fmax_ev_per_a=1.3 energy_ev=-68074.8710
V -1.070 0.330 -0.640
O 1.701 -1.665 1.211
S 1.047 -0.467 0.738
O 1.691 0.772 1.144
O 0.834 -0.458 -0.783
O -0.450 -0.402 1.147
S -2.826 -0.644 -1.417
Cl -0.927 2.534 -1.402

=====

Entry 14:
11
Properties=species:S:1:pos:R:3 method="wB97M-V/def2-TZVPD" charge=-1 e_homo_ev=-6.45 de_lowest_kj_mol=9.9 gap_ev=8.2 fmax_ev_per_a=4.9 energy_ev=-59361.4281
O 4.875 0.560 0.027
O -1.630 -0.985 0.594
O 3.005 -0.472 1.188
O -3.411 0.121 -0.778
O -3.080 0.816 1.443
O -1.252 1.111 -0.153
O -0.227 -0.914 -1.475
S 3.553 0.719 0.597
S -2.448 0.246 0.278
S -0.073 -0.224 -0.247
Cl 1.108 1.346 -0.890

=====

Entry 15:
3
Properties=species:S:1:pos:R:3 method="wB97M-V/def2-TZVPD" spin_multiplicity=5 charge=+3 e_homo_ev="-27.94 / -27.45" de_lowest_kj_mol=8.4 gap_ev="11.4 / 7.0" s2=6.01 fmax_ev_per_a=0.1 energy_ev=-19437.1529
Pd 17.007 -22.225 -7.924
Pd 14.600 -20.799 -4.209
Cl 15.166 -21.995 -6.215

=====

Entry 16:
2
Properties=species:S:1:pos:R:3 method="wB97M-V/def2-TZVPD" charge=+2 e_homo_ev=-20.72 de_lowest_kj_mol=37.6 gap_ev=7.6 fmax_ev_per_a=4.6 energy_ev=-13543.8783
Y 1.150 0.366 0.592
Cl -1.150 -0.366 -0.592

=====

Entry 17:
6
Properties=species:S:1:pos:R:3 method="wB97M-V/def2-TZVPD" spin_multiplicity=4 charge=+1 e_homo_ev="-12.74 / -11.16" gap_ev="7.0 / 5.4" s2=3.76 fmax_ev_per_a=2.2 energy_ev=-45199.4841
O 1.128 -0.703 -0.941
P 0.279 0.659 -0.785
H 1.139 -1.343 -0.208
F -1.255 0.045 -0.235
F 0.818 1.491 0.516
Cr -2.109 -0.149 1.654

=====

Entry 18:
43
Properties=species:S:1:pos:R:3 method="wB97M-V/def2-TZVPD" spin_multiplicity=5 charge=-1 e_homo_ev="-5.15 / -5.16" gap_ev="3.9 / 4.0" s2=6.01 fmax_ev_per_a=11.4 energy_ev=-105509.5349
Hf -1.671 -1.410 -2.237
Cr 2.717 0.603 -1.668
S 0.226 1.552 -3.344
O -0.345 0.214 -3.184
O -0.864 2.508 -3.251
O 1.222 1.767 -2.365
O 0.802 1.677 -4.673
S 0.382 0.069 0.421
O 0.371 -0.606 1.685
O -0.450 1.275 0.539
O 1.738 0.354 0.020
O -0.243 -0.737 -0.632
S 1.613 -2.155 -3.392
O 0.176 -2.278 -2.936
O 1.514 -1.768 -4.775
O 2.195 -1.082 -2.521
O 2.296 -3.429 -3.224
O -2.300 0.721 -1.604
H -1.634 0.737 -0.890
O -1.833 3.292 -0.802
H -1.773 4.093 -0.283
H -1.153 2.721 -0.443
O -1.934 -1.516 2.701
H -0.998 -1.361 2.572
H -2.026 -1.661 3.643
O -1.116 -3.341 -0.854
H -0.319 -3.473 -0.340
H -1.802 -3.778 -0.348
O -0.247 3.294 2.254
H -0.954 2.982 2.819
H -0.095 2.575 1.641
O 1.081 0.701 3.722
H 0.854 0.317 2.875
H 0.346 1.277 3.930
O -3.340 1.176 1.513
H -2.998 0.897 2.363
H -2.576 1.182 0.937
O 1.356 -3.168 0.932
H 1.206 -2.262 1.201
H 1.811 -3.567 1.674
O 3.285 0.680 2.120
H 2.706 0.489 2.858
H 2.775 0.442 1.346

=====

Entry 19:
41
Properties=species:S:1:pos:R:3 method="wB97M-V/def2-TZVPD" charge=+1 e_homo_ev=-10.67 de_lowest_kj_mol=0.0 gap_ev=5.9 fmax_ev_per_a=5.4 energy_ev=-201076.9783
Na -1.500 1.606 4.775
K -0.615 -2.672 0.249
K 0.899 2.432 -2.297
K 0.274 7.270 2.362
Cs 4.111 0.595 3.209
N -0.447 2.024 2.741
S -0.801 3.550 2.181
O -1.908 3.617 1.304
O 0.311 4.448 2.013
F -1.451 4.058 3.575
S -0.049 1.247 1.411
O 0.076 1.951 0.172
O -0.658 -0.020 1.245
F 1.470 0.873 1.829
N -1.079 -2.244 -2.427
S -0.705 -3.195 -3.629
O 0.536 -3.898 -3.506
O -1.117 -2.712 -4.918
F -1.752 -4.374 -3.368
S 0.026 -1.050 -2.722
O -0.443 0.074 -3.484
O 1.404 -1.398 -2.825
F 0.009 -0.407 -1.250
N 4.846 -0.899 0.747
S 3.540 -1.596 0.226
O 2.576 -1.940 1.246
O 3.735 -2.423 -0.906
F 2.819 -0.317 -0.441
S 5.792 -2.246 1.198
O 6.164 -3.170 0.196
O 5.446 -2.744 2.502
F 7.043 -1.323 1.496
N -4.653 -0.049 -0.911
S -4.138 1.361 -1.258
O -2.722 1.524 -1.054
O -5.020 2.444 -0.959
F -4.232 1.255 -2.853
S -4.340 -0.280 0.662
O -4.270 0.884 1.495
O -3.424 -1.342 0.972
F -5.749 -0.916 1.002